#1
19
Properties=species:S:1:pos:R:3 method="wB97M-V/def2-TZVPD" lumo_ev=0.92 smiles=c1ccccc1.CN homo_lumo_gap_ha=0.3751
C -1.355 0.051 1.394
C -1.724 -0.979 0.666
C -1.902 -0.819 -0.762
C -1.455 0.290 -1.236
C -0.622 1.196 -0.566
C -0.699 1.140 0.781
H -1.527 0.055 2.490
H -2.152 -1.865 1.172
H -2.364 -1.641 -1.301
H -1.540 0.216 -2.350
H -0.446 2.150 -1.293
H -0.504 2.030 1.391
C 2.747 0.216 -0.028
N 2.037 -1.137 0.042
H 3.820 -0.011 -0.055
H 2.466 1.032 -0.759
H 2.433 0.656 1.066
H 1.046 -0.816 0.272
H 1.742 -1.763 -0.923

---

#2
19
Properties=species:S:1:pos:R:3 method="wB97M-V/def2-TZVPD" lumo_ev=1.05 smiles="CN[C@]12C=C[C@H](C1)C2" homo_lumo_gap_ha=0.3409
C -0.131 -2.139 0.786
N 0.406 -1.006 1.464
C 0.308 -0.004 0.444
C 0.896 -0.170 -0.899
C 0.565 0.914 -1.762
C -0.434 1.665 -0.793
C -1.122 0.197 -0.198
C 0.303 1.609 0.673
H -0.283 -2.859 1.631
H -1.060 -1.544 0.274
H 0.305 -2.581 -0.021
H 1.419 -1.291 1.405
H 1.565 -0.992 -1.092
H 1.068 1.252 -2.547
H -1.368 2.419 -1.068
H -1.615 0.570 0.676
H -1.653 -0.061 -1.205
H -0.337 1.839 1.598
H 1.168 2.182 0.634

---

Ordering by calculated energy gives the sequence #1, #2, with the first entry being the most stable.